# 1
46
Properties=species:S:1:pos:R:3:forces:R:3 method="wB97M-V/def2-TZVPD" smiles="CN1CCN(S(=O)(=O)c2cc(C(=S)Nc3cc(Cl)c(F)c(Cl)c3)c(Cl)cc2Cl)CC1" e_above_lowest_kcal_mol=24.7 homo_lumo_gap_ev=7.2420 homo_ev=-8.1
H 2.18916 -2.82546 1.02176 -0.873 -0.052 0.566
C -2.08882 1.44835 -1.07235 2.201 3.748 -0.679
C -0.10771 2.45723 -2.35103 -3.095 1.628 1.978
Cl 0.59868 -3.67809 -3.76421 -0.116 0.081 -0.825
H 1.59242 -2.87792 -1.59298 0.592 0.516 0.686
C -0.72152 -5.16961 -1.93068 -0.188 -0.072 -2.000
N 1.20824 -3.07240 1.25481 0.497 0.623 -2.082
Cl 3.23751 3.09293 3.36756 0.316 -1.041 0.176
H 0.40565 1.53898 -2.35587 0.433 -1.413 0.013
H -2.06412 3.37455 0.03116 -0.869 -0.287 -0.154
H -2.00805 3.62829 -3.75498 -0.545 -0.172 0.001
H 0.31299 4.28932 -1.02177 -0.684 0.807 -0.230
C 0.63181 -3.79437 0.14077 -1.685 -1.664 1.775
S -1.19514 -2.04131 1.88133 0.281 0.027 -0.380
C 0.89126 -3.57245 -1.17181 0.698 1.921 0.025
F -1.21951 -6.04698 -2.96419 1.086 2.651 2.747
H 3.99681 0.14840 3.82114 -0.263 0.166 0.596
Cl -2.20972 -6.58674 -0.22418 0.238 0.428 -0.041
Cl 2.70830 -2.42379 3.75439 0.911 -0.938 0.803
H -1.61523 0.50075 -1.10691 0.564 -1.029 0.432
C 2.99036 0.27397 3.44186 -0.665 -0.826 -1.780
H 1.50275 3.07759 -1.16906 -0.467 -0.149 0.956
C 2.53790 1.55263 2.94949 0.899 -1.520 1.899
C -1.63917 2.37058 0.07921 -0.306 -1.132 1.465
O -0.71270 3.13171 2.61004 1.413 -0.972 -0.313
O 1.20436 4.23709 1.60344 0.968 -0.678 -0.294
C 1.14369 -0.91994 2.28004 2.276 1.668 0.094
C 1.38927 1.50750 2.24524 -1.694 0.351 -2.467
H -0.02505 0.34634 1.02010 1.502 0.094 1.277
H 0.16763 2.98810 -3.27766 -0.421 -0.008 0.480
S 0.46279 3.02405 1.75657 -3.581 0.374 -1.832
H -3.14233 1.32229 -0.96863 -0.869 0.034 -0.530
H -0.74494 -4.88626 1.42953 0.194 -0.228 0.048
C 2.27101 -0.94468 3.08903 1.049 2.878 0.935
H -2.52437 4.20343 -2.23376 0.177 1.306 1.354
H -3.53274 3.05047 -2.96019 -0.246 -0.563 -0.282
C -1.02324 -5.32771 -0.59227 -2.229 -3.570 -1.635
C 0.44290 -2.00984 1.73179 -1.500 -3.063 0.219
H -1.97244 1.83771 0.98846 0.237 0.771 0.038
N -1.63352 2.17644 -2.29047 -0.073 0.759 -2.058
C 0.13734 -4.08796 -2.17537 -0.680 -3.058 -1.494
N -0.20195 2.59111 0.15952 2.332 -0.324 0.891
C 0.40652 3.22459 -1.03980 0.672 -1.524 -1.043
C -0.39103 -4.75399 0.41972 1.915 2.792 1.653
C 0.84844 0.29098 1.76150 -2.709 2.859 -0.838
C -2.50447 3.33416 -2.82029 2.309 -2.196 -0.154

# 2
47
Properties=species:S:1:pos:R:3:forces:R:3 method="wB97M-V/def2-TZVPD" multiplicity=2 total_charge=-1 homo_lumo_gap_ev="6.3158 / 6.5444" homo_ev="-4.9 / -4.9"
H 2.11273 2.56966 3.70606 -0.011 -0.051 0.102
H -0.20327 1.20236 -2.07994 0.091 0.012 0.088
O -1.62767 2.26766 -0.45114 0.546 -0.143 0.440
Ir -0.73807 0.51976 0.93816 2.291 0.628 1.994
C 2.09643 -3.60614 1.03926 -0.155 0.196 -0.044
H -0.74897 -3.96594 -3.85134 0.016 -0.053 -0.065
O -3.02087 0.49726 0.40756 0.424 -0.444 0.440
Cl 2.98803 -5.01974 1.42636 0.097 -0.188 0.015
H -0.88367 3.67556 1.80636 -0.135 0.084 -0.047
Cl -0.07927 -5.18624 0.91426 -0.113 -0.221 0.074
N 0.70533 1.67096 1.62266 -2.110 -4.005 0.379
Cl -1.69997 -2.61984 0.37156 -0.110 0.044 0.072
H 0.89693 -0.66434 -3.28194 0.152 -0.015 0.045
C 0.60493 -1.24454 0.47636 -0.870 0.866 1.463
O -3.90367 2.01086 -1.31454 0.210 -0.262 0.187
C -0.75087 0.30496 -2.32654 0.115 0.079 -0.251
C -0.14277 -0.73964 -2.99824 -0.227 0.063 -0.027
Se -3.95157 -1.48934 3.40236 -0.954 -0.409 0.299
N -1.33447 -0.39184 2.80306 1.022 0.752 -1.767
C -0.85387 -1.89794 -3.29024 -0.059 -0.023 -0.002
H -0.20777 3.44716 3.42256 -0.066 -0.025 0.125
C 1.15183 2.96676 1.80406 0.301 1.557 -1.137
H 0.26173 4.86036 2.45266 0.156 0.104 0.003
H 0.11163 -2.85694 -4.94204 0.022 -0.101 -0.084
C 1.53303 3.57236 0.43096 -0.099 0.188 0.363
H 2.73563 4.00526 2.86966 0.060 0.162 0.006
H -2.77317 -2.85014 -3.22604 -0.014 -0.062 0.031
H 0.78593 -3.23734 -3.35934 0.085 -0.131 -0.032
H -3.85247 -0.97024 -1.98964 -0.081 -0.142 0.023
C 2.74233 -2.38314 0.89236 -0.178 -0.279 -0.135
C -2.40987 -0.81784 3.01306 0.443 0.077 0.092
H 2.37853 3.03256 0.01586 0.125 -0.037 -0.092
C -0.14197 -3.06444 -3.90214 0.025 0.042 -0.036
C 2.38283 2.98496 2.73866 -0.425 -0.175 -0.182
C 0.71933 -3.66924 0.85016 0.222 0.025 -0.126
C 2.00023 -1.24594 0.59696 -0.631 0.247 -0.198
H 0.68313 3.47006 -0.23704 -0.090 0.056 -0.125
C -2.20657 -1.96284 -2.97634 0.009 0.161 0.024
H 3.17893 2.37996 2.31176 0.087 -0.030 -0.015
C 0.00483 3.80466 2.41906 0.016 -0.438 -0.134
H 1.78873 4.62326 0.54086 0.129 0.215 -0.109
C -2.81687 -0.92274 -2.29424 -0.151 0.093 -0.113
C -2.07717 0.19186 -1.95084 -0.063 0.316 0.349
Cl 2.85143 0.21336 0.32886 0.441 0.465 -0.145
Cl 4.45213 -2.31304 1.04376 0.225 0.045 0.045
S -2.74957 1.35376 -0.76064 -0.676 0.295 -1.552
C 0.00773 -2.50574 0.58706 -0.090 0.465 -0.240

Copy entry 2 word for word.
47
Properties=species:S:1:pos:R:3:forces:R:3 method="wB97M-V/def2-TZVPD" multiplicity=2 total_charge=-1 homo_lumo_gap_ev="6.3158 / 6.5444" homo_ev="-4.9 / -4.9"
H 2.11273 2.56966 3.70606 -0.011 -0.051 0.102
H -0.20327 1.20236 -2.07994 0.091 0.012 0.088
O -1.62767 2.26766 -0.45114 0.546 -0.143 0.440
Ir -0.73807 0.51976 0.93816 2.291 0.628 1.994
C 2.09643 -3.60614 1.03926 -0.155 0.196 -0.044
H -0.74897 -3.96594 -3.85134 0.016 -0.053 -0.065
O -3.02087 0.49726 0.40756 0.424 -0.444 0.440
Cl 2.98803 -5.01974 1.42636 0.097 -0.188 0.015
H -0.88367 3.67556 1.80636 -0.135 0.084 -0.047
Cl -0.07927 -5.18624 0.91426 -0.113 -0.221 0.074
N 0.70533 1.67096 1.62266 -2.110 -4.005 0.379
Cl -1.69997 -2.61984 0.37156 -0.110 0.044 0.072
H 0.89693 -0.66434 -3.28194 0.152 -0.015 0.045
C 0.60493 -1.24454 0.47636 -0.870 0.866 1.463
O -3.90367 2.01086 -1.31454 0.210 -0.262 0.187
C -0.75087 0.30496 -2.32654 0.115 0.079 -0.251
C -0.14277 -0.73964 -2.99824 -0.227 0.063 -0.027
Se -3.95157 -1.48934 3.40236 -0.954 -0.409 0.299
N -1.33447 -0.39184 2.80306 1.022 0.752 -1.767
C -0.85387 -1.89794 -3.29024 -0.059 -0.023 -0.002
H -0.20777 3.44716 3.42256 -0.066 -0.025 0.125
C 1.15183 2.96676 1.80406 0.301 1.557 -1.137
H 0.26173 4.86036 2.45266 0.156 0.104 0.003
H 0.11163 -2.85694 -4.94204 0.022 -0.101 -0.084
C 1.53303 3.57236 0.43096 -0.099 0.188 0.363
H 2.73563 4.00526 2.86966 0.060 0.162 0.006
H -2.77317 -2.85014 -3.22604 -0.014 -0.062 0.031
H 0.78593 -3.23734 -3.35934 0.085 -0.131 -0.032
H -3.85247 -0.97024 -1.98964 -0.081 -0.142 0.023
C 2.74233 -2.38314 0.89236 -0.178 -0.279 -0.135
C -2.40987 -0.81784 3.01306 0.443 0.077 0.092
H 2.37853 3.03256 0.01586 0.125 -0.037 -0.092
C -0.14197 -3.06444 -3.90214 0.025 0.042 -0.036
C 2.38283 2.98496 2.73866 -0.425 -0.175 -0.182
C 0.71933 -3.66924 0.85016 0.222 0.025 -0.126
C 2.00023 -1.24594 0.59696 -0.631 0.247 -0.198
H 0.68313 3.47006 -0.23704 -0.090 0.056 -0.125
C -2.20657 -1.96284 -2.97634 0.009 0.161 0.024
H 3.17893 2.37996 2.31176 0.087 -0.030 -0.015
C 0.00483 3.80466 2.41906 0.016 -0.438 -0.134
H 1.78873 4.62326 0.54086 0.129 0.215 -0.109
C -2.81687 -0.92274 -2.29424 -0.151 0.093 -0.113
C -2.07717 0.19186 -1.95084 -0.063 0.316 0.349
Cl 2.85143 0.21336 0.32886 0.441 0.465 -0.145
Cl 4.45213 -2.31304 1.04376 0.225 0.045 0.045
S -2.74957 1.35376 -0.76064 -0.676 0.295 -1.552
C 0.00773 -2.50574 0.58706 -0.090 0.465 -0.240

Repeat the second record exactly.
47
Properties=species:S:1:pos:R:3:forces:R:3 method="wB97M-V/def2-TZVPD" multiplicity=2 total_charge=-1 homo_lumo_gap_ev="6.3158 / 6.5444" homo_ev="-4.9 / -4.9"
H 2.11273 2.56966 3.70606 -0.011 -0.051 0.102
H -0.20327 1.20236 -2.07994 0.091 0.012 0.088
O -1.62767 2.26766 -0.45114 0.546 -0.143 0.440
Ir -0.73807 0.51976 0.93816 2.291 0.628 1.994
C 2.09643 -3.60614 1.03926 -0.155 0.196 -0.044
H -0.74897 -3.96594 -3.85134 0.016 -0.053 -0.065
O -3.02087 0.49726 0.40756 0.424 -0.444 0.440
Cl 2.98803 -5.01974 1.42636 0.097 -0.188 0.015
H -0.88367 3.67556 1.80636 -0.135 0.084 -0.047
Cl -0.07927 -5.18624 0.91426 -0.113 -0.221 0.074
N 0.70533 1.67096 1.62266 -2.110 -4.005 0.379
Cl -1.69997 -2.61984 0.37156 -0.110 0.044 0.072
H 0.89693 -0.66434 -3.28194 0.152 -0.015 0.045
C 0.60493 -1.24454 0.47636 -0.870 0.866 1.463
O -3.90367 2.01086 -1.31454 0.210 -0.262 0.187
C -0.75087 0.30496 -2.32654 0.115 0.079 -0.251
C -0.14277 -0.73964 -2.99824 -0.227 0.063 -0.027
Se -3.95157 -1.48934 3.40236 -0.954 -0.409 0.299
N -1.33447 -0.39184 2.80306 1.022 0.752 -1.767
C -0.85387 -1.89794 -3.29024 -0.059 -0.023 -0.002
H -0.20777 3.44716 3.42256 -0.066 -0.025 0.125
C 1.15183 2.96676 1.80406 0.301 1.557 -1.137
H 0.26173 4.86036 2.45266 0.156 0.104 0.003
H 0.11163 -2.85694 -4.94204 0.022 -0.101 -0.084
C 1.53303 3.57236 0.43096 -0.099 0.188 0.363
H 2.73563 4.00526 2.86966 0.060 0.162 0.006
H -2.77317 -2.85014 -3.22604 -0.014 -0.062 0.031
H 0.78593 -3.23734 -3.35934 0.085 -0.131 -0.032
H -3.85247 -0.97024 -1.98964 -0.081 -0.142 0.023
C 2.74233 -2.38314 0.89236 -0.178 -0.279 -0.135
C -2.40987 -0.81784 3.01306 0.443 0.077 0.092
H 2.37853 3.03256 0.01586 0.125 -0.037 -0.092
C -0.14197 -3.06444 -3.90214 0.025 0.042 -0.036
C 2.38283 2.98496 2.73866 -0.425 -0.175 -0.182
C 0.71933 -3.66924 0.85016 0.222 0.025 -0.126
C 2.00023 -1.24594 0.59696 -0.631 0.247 -0.198
H 0.68313 3.47006 -0.23704 -0.090 0.056 -0.125
C -2.20657 -1.96284 -2.97634 0.009 0.161 0.024
H 3.17893 2.37996 2.31176 0.087 -0.030 -0.015
C 0.00483 3.80466 2.41906 0.016 -0.438 -0.134
H 1.78873 4.62326 0.54086 0.129 0.215 -0.109
C -2.81687 -0.92274 -2.29424 -0.151 0.093 -0.113
C -2.07717 0.19186 -1.95084 -0.063 0.316 0.349
Cl 2.85143 0.21336 0.32886 0.441 0.465 -0.145
Cl 4.45213 -2.31304 1.04376 0.225 0.045 0.045
S -2.74957 1.35376 -0.76064 -0.676 0.295 -1.552
C 0.00773 -2.50574 0.58706 -0.090 0.465 -0.240

What did the first record say?
46
Properties=species:S:1:pos:R:3:forces:R:3 method="wB97M-V/def2-TZVPD" smiles="CN1CCN(S(=O)(=O)c2cc(C(=S)Nc3cc(Cl)c(F)c(Cl)c3)c(Cl)cc2Cl)CC1" e_above_lowest_kcal_mol=24.7 homo_lumo_gap_ev=7.2420 homo_ev=-8.1
H 2.18916 -2.82546 1.02176 -0.873 -0.052 0.566
C -2.08882 1.44835 -1.07235 2.201 3.748 -0.679
C -0.10771 2.45723 -2.35103 -3.095 1.628 1.978
Cl 0.59868 -3.67809 -3.76421 -0.116 0.081 -0.825
H 1.59242 -2.87792 -1.59298 0.592 0.516 0.686
C -0.72152 -5.16961 -1.93068 -0.188 -0.072 -2.000
N 1.20824 -3.07240 1.25481 0.497 0.623 -2.082
Cl 3.23751 3.09293 3.36756 0.316 -1.041 0.176
H 0.40565 1.53898 -2.35587 0.433 -1.413 0.013
H -2.06412 3.37455 0.03116 -0.869 -0.287 -0.154
H -2.00805 3.62829 -3.75498 -0.545 -0.172 0.001
H 0.31299 4.28932 -1.02177 -0.684 0.807 -0.230
C 0.63181 -3.79437 0.14077 -1.685 -1.664 1.775
S -1.19514 -2.04131 1.88133 0.281 0.027 -0.380
C 0.89126 -3.57245 -1.17181 0.698 1.921 0.025
F -1.21951 -6.04698 -2.96419 1.086 2.651 2.747
H 3.99681 0.14840 3.82114 -0.263 0.166 0.596
Cl -2.20972 -6.58674 -0.22418 0.238 0.428 -0.041
Cl 2.70830 -2.42379 3.75439 0.911 -0.938 0.803
H -1.61523 0.50075 -1.10691 0.564 -1.029 0.432
C 2.99036 0.27397 3.44186 -0.665 -0.826 -1.780
H 1.50275 3.07759 -1.16906 -0.467 -0.149 0.956
C 2.53790 1.55263 2.94949 0.899 -1.520 1.899
C -1.63917 2.37058 0.07921 -0.306 -1.132 1.465
O -0.71270 3.13171 2.61004 1.413 -0.972 -0.313
O 1.20436 4.23709 1.60344 0.968 -0.678 -0.294
C 1.14369 -0.91994 2.28004 2.276 1.668 0.094
C 1.38927 1.50750 2.24524 -1.694 0.351 -2.467
H -0.02505 0.34634 1.02010 1.502 0.094 1.277
H 0.16763 2.98810 -3.27766 -0.421 -0.008 0.480
S 0.46279 3.02405 1.75657 -3.581 0.374 -1.832
H -3.14233 1.32229 -0.96863 -0.869 0.034 -0.530
H -0.74494 -4.88626 1.42953 0.194 -0.228 0.048
C 2.27101 -0.94468 3.08903 1.049 2.878 0.935
H -2.52437 4.20343 -2.23376 0.177 1.306 1.354
H -3.53274 3.05047 -2.96019 -0.246 -0.563 -0.282
C -1.02324 -5.32771 -0.59227 -2.229 -3.570 -1.635
C 0.44290 -2.00984 1.73179 -1.500 -3.063 0.219
H -1.97244 1.83771 0.98846 0.237 0.771 0.038
N -1.63352 2.17644 -2.29047 -0.073 0.759 -2.058
C 0.13734 -4.08796 -2.17537 -0.680 -3.058 -1.494
N -0.20195 2.59111 0.15952 2.332 -0.324 0.891
C 0.40652 3.22459 -1.03980 0.672 -1.524 -1.043
C -0.39103 -4.75399 0.41972 1.915 2.792 1.653
C 0.84844 0.29098 1.76150 -2.709 2.859 -0.838
C -2.50447 3.33416 -2.82029 2.309 -2.196 -0.154